{"formula": "C28H42BClF13N3O6P2S3", "method": "ωB97M-V with the def2-TZVPD basis set", "species": ["C", "C", "B", "O", "C", "F", "O", "C", "C", "C", "C", "O", "C", "C", "C", "Cl", "C", "C", "C", "C", "F", "F", "C", "F", "F", "C", "F", "F", "C", "F", "F", "F", "N", "C", "C", "C", "S", "C", "S", "N", "C", "C", "N", "C", "P", "O", "P", "S", "H", "H", "H", "H", "H", "H", "H", "H", "H", "H", "H", "H", "H", "H", "H", "H", "H", "H", "H", "H", "H", "H", "H", "H", "H", "H", "H", "H", "H", "H", "H", "H", "H", "H", "H", "H", "H", "C", "C", "O", "C", "O", "C", "F", "F", "F", "H", "H", "H", "H", "H"], "xyz": [[-7.0584, -4.5280, 2.6724], [-6.1926, -3.2583, 2.5609], [-6.0746, -2.6542, 1.1099], [-6.9209, -3.0966, 0.1676], [-5.0430, -1.4647, 0.6705], [-5.9495, -0.4333, 0.5684], [-4.5289, -1.5672, -0.6107], [-3.3229, -2.2038, -1.0495], [-2.4688, -3.0212, -0.0586], [-2.6119, -4.5519, 0.0134], [-3.7709, -5.1121, 0.8029], [-4.8781, -5.4057, -0.0380], [-3.7577, -3.1891, -2.1564], [-4.4691, -2.6645, -3.3950], [-4.5557, -3.8339, -4.4038], [-6.1696, -2.2165, -3.0619], [-2.4115, -0.9770, -1.5622], [-1.4505, -1.3604, -2.6751], [-1.1339, -0.3110, -3.7698], [-0.0633, 0.6973, -3.4311], [1.0604, -0.0212, -3.1341], [-0.3079, 1.4362, -2.3323], [0.3617, 1.6990, -4.5908], [0.1953, 2.9596, -4.1286], [1.6712, 1.5645, -4.8421], [-0.4355, 1.6368, -5.9000], [-1.7092, 1.9427, -5.6093], [-0.3742, 0.4269, -6.4679], [0.0517, 2.6891, -6.9994], [-0.9809, 3.4309, -7.3907], [1.0416, 3.4746, -6.5756], [0.4892, 2.0255, -8.0814], [-1.8017, -0.4220, -0.3292], [-0.3841, -0.4263, -0.0630], [-0.0193, 0.7314, 0.8793], [1.4829, 0.9540, 0.7352], [2.0828, 2.1083, 1.9754], [3.7595, 2.3124, 1.5084], [4.4223, 1.4694, 0.2803], [4.4815, 3.2536, 2.2456], [3.9999, 3.9525, 3.3303], [5.0265, 4.7588, 3.6873], [6.0907, 4.5562, 2.8756], [5.7708, 3.6528, 2.0001], [-3.4898, 0.4767, -2.0413], [-4.2892, 0.3124, -3.2770], [-3.9107, -0.8233, 2.0713], [-3.9293, 1.1393, 2.2016], [-7.2463, -5.0132, 1.7219], [-7.9920, -4.3124, 3.1752], [-6.5470, -5.2425, 3.3148], [-6.6685, -2.4897, 3.1800], [-5.2209, -3.4049, 3.0249], [-6.5319, -3.0820, -0.7198], [-1.4455, -2.8990, -0.4044], [-2.4570, -2.6592, 0.9617], [-1.7299, -4.8669, 0.5730], [-2.4858, -5.0704, -0.9289], [-4.0165, -4.4616, 1.6472], [-3.4389, -6.0537, 1.2471], [-5.5380, -5.8465, 0.5026], [-2.8582, -3.6835, -2.5026], [-4.4375, -3.9094, -1.7110], [-3.9394, -1.8793, -3.9167], [-3.5534, -4.2244, -4.5575], [-4.9459, -3.4498, -5.3372], [-5.2205, -4.5836, -3.9897], [-1.7974, -2.2051, -3.2520], [-0.4793, -1.7008, -2.3231], [-2.0260, 0.1020, -4.2308], [-0.6708, -0.8918, -4.5647], [-2.2711, 0.3936, 0.0467], [-0.1058, -1.3331, 0.4880], [0.2990, -0.3676, -0.9056], [-0.5884, 1.6194, 0.6134], [-0.2669, 0.4733, 1.9068], [1.9747, 0.0022, 0.9033], [1.6830, 1.3200, -0.2638], [3.0210, 3.8644, 3.7473], [4.9922, 5.4684, 4.4906], [6.3931, 3.2984, 1.2095], [-4.2150, 0.8645, -0.9018], [-2.5902, 1.5481, -2.2261], [-2.5733, -1.2120, 1.9364], [-4.3503, -1.3244, 3.3069], [9.3745, 4.6202, 3.5800], [9.6090, 5.3826, 4.8629], [10.6095, 4.7385, 5.6794], [11.8687, 5.0183, 5.3874], [12.2557, 5.7452, 4.5232], [12.7997, 4.2925, 6.3714], [12.4114, 3.0302, 6.5764], [12.8004, 4.9185, 7.5553], [14.0476, 4.2692, 5.9180], [9.1167, 3.5824, 3.7942], [8.5626, 5.0711, 3.0151], [10.2723, 4.6119, 2.9600], [8.7020, 5.3961, 5.4638], [9.8898, 6.4168, 4.6698]], "forces_ev_per_a": [[0.6, 0.0, 0.5], [-0.7, 0.4, -0.1], [0.3, -0.5, 0.2], [0.3, -0.5, -0.2], [-0.2, -1.1, 0.6], [-0.2, 0.5, 0.0], [0.2, -0.1, 0.5], [0.4, 0.0, -1.2], [0.1, -0.7, -0.4], [0.3, 0.2, 0.7], [0.2, -0.9, -0.1], [0.0, 0.5, 0.1], [-0.3, 1.2, 0.1], [0.1, -1.4, -0.8], [0.1, 0.8, 0.6], [0.1, 0.3, 0.1], [-0.9, 0.3, 1.5], [0.7, 0.6, -0.6], [0.1, -0.5, -0.2], [0.3, -0.4, -0.4], [0.2, 0.0, 0.1], [-0.2, 0.2, 0.1], [0.2, 0.6, 0.6], [-0.3, 0.0, 0.0], [0.1, -0.4, -0.3], [0.2, 0.8, -0.6], [-0.2, -0.2, 0.1], [0.0, -0.3, 0.2], [0.1, -0.3, -0.5], [0.2, 0.1, 0.2], [-0.4, -0.1, 0.0], [0.0, 0.1, 0.4], [0.1, -0.1, -0.7], [0.2, 0.2, 1.2], [0.1, -0.1, -0.1], [-0.4, -0.1, 0.3], [0.1, 0.4, 0.2], [0.0, -0.5, -0.6], [0.3, 0.1, 0.0], [-1.2, -1.2, -0.7], [0.6, 0.5, 0.1], [-0.9, -0.1, 0.5], [1.5, 0.5, -0.5], [-0.4, 0.8, 1.1], [-0.4, 0.1, -1.1], [-0.2, -0.1, -0.2], [0.4, 2.2, 0.3], [0.1, -0.2, -0.2], [-0.2, 0.1, -0.2], [-0.3, 0.0, -0.2], [0.0, -0.2, 0.0], [0.1, 0.2, 0.1], [0.2, 0.0, 0.0], [-0.4, 0.5, -0.3], [0.2, 0.3, -0.1], [-0.1, 0.1, -0.1], [0.2, 0.1, 0.1], [-0.3, 0.0, -0.3], [-0.2, 0.2, -0.1], [0.1, -0.1, 0.1], [-0.2, 0.0, -0.1], [0.0, -0.4, 0.0], [0.2, -0.3, 0.1], [-0.3, 0.7, 0.4], [0.1, -0.2, -0.1], [-0.2, -0.1, -0.2], [0.0, -0.3, -0.2], [-0.5, -0.1, 0.1], [0.0, -0.1, 0.5], [-0.1, 0.3, 0.3], [0.1, 0.0, -0.2], [0.1, 0.1, -0.1], [0.1, -0.2, -0.2], [-0.4, 0.0, -0.4], [0.0, 0.2, 0.0], [-0.2, 0.0, 0.1], [0.3, -0.1, -0.2], [0.3, 0.1, -0.1], [-0.3, -0.2, -0.1], [0.3, 0.2, 0.1], [0.0, -0.3, -0.3], [0.3, -0.1, 0.2], [0.2, -0.3, 0.5], [-0.3, -0.5, 0.1], [-0.1, -0.6, -0.3], [0.4, -0.2, -0.1], [-0.5, 0.2, -0.3], [0.1, 0.0, 0.2], [-0.4, 0.1, -0.1], [0.3, 0.0, 0.0], [0.3, -0.2, 0.2], [-0.1, 0.0, 0.0], [-0.1, 0.1, 0.0], [0.0, 0.1, -0.1], [-0.1, 0.0, 0.0], [-0.1, 0.0, 0.1], [0.0, 0.1, 0.0], [0.1, -0.1, 0.2], [0.2, 0.0, 0.0]], "lowdin_charge": [-0.0940, -0.1698, -0.4765, 0.1784, -0.5270, -0.0029, -0.1078, -0.3471, -0.1084, -0.1566, -0.2380, -0.0521, -0.1621, -0.6854, -0.1212, 0.7258, -0.3969, -0.1038, -0.0828, -0.4112, 0.0974, 0.1061, -0.3394, 0.1458, 0.1621, -0.3466, 0.1606, 0.1611, -0.5137, 0.1833, 0.1796, 0.1645, -0.0580, -0.2350, -0.2451, -0.5283, 0.9625, -1.0309, 0.7243, -0.1525, -0.0874, -0.1374, 0.0661, -0.1476, 0.8179, -0.4241, 0.5053, 0.1475, 0.0591, 0.0742, 0.0728, 0.1133, 0.0692, 0.0528, 0.1148, 0.0634, 0.1204, 0.1175, 0.1029, 0.1222, 0.0840, 0.1120, 0.1081, 0.0780, 0.0768, 0.0735, 0.0722, 0.1079, 0.1214, 0.1035, 0.1340, 0.0241, 0.1184, 0.0895, 0.1136, 0.1047, 0.0764, 0.0595, 0.0903, 0.1011, 0.1061, 0.0216, 0.0398, -0.0353, -0.0129, -0.0720, -0.1918, 0.0337, -0.4076, 0.1716, -0.5531, 0.1660, 0.1663, 0.1739, 0.0824, 0.0547, 0.0783, 0.1233, 0.1249], "fmax_ev_per_a": 2.2, "smiles": "CCB(O)[C@](F)(O[C@@](CCCO)(C[C@@H](C)Cl)[C@](CCC(F)(F)C(F)(F)C(F)(F)C(F)(F)F)(NCCCSC(=S)n1ccnc1)[PH2]=O)[PH2]=S.CCOC(=O)C(F)(F)F", "charge": 0, "energy_ev": -146082.310, "gap_ev": 8.22}